# 1
Entry from OMol25: the molecule C7H7F2O2P (the ωB97M-V functional and the def2-TZVPD basis).

Structure (XYZ):
```
19
Properties=species:S:1:pos:R:3:forces:R:3
O -1.9912 -0.6587 1.7230 0.0 -1.3 0.8
C -2.3798 -0.4073 0.5302 -2.5 0.3 -1.8
O -3.5744 -1.1285 0.2850 0.8 0.3 0.9
P -1.1620 -0.8542 -1.2210 1.9 -0.3 -1.3
C 0.3353 0.0445 -0.6654 0.2 -1.3 0.5
C 0.2451 1.2946 -0.1528 -0.3 2.1 1.0
C 1.3129 1.8454 0.5994 -0.6 -4.0 -2.8
C 2.4512 1.0774 0.6494 -0.4 1.1 0.6
C 2.6229 -0.1562 0.0911 -0.3 1.3 0.4
F 3.7700 -0.7824 0.2043 0.8 -0.8 0.0
C 1.5257 -0.6613 -0.4790 -1.5 -1.0 -1.4
F 1.5446 -1.9100 -0.9284 0.2 -1.1 -0.3
H -2.4372 -1.4828 2.0250 0.0 0.3 0.4
H -3.9307 -1.1206 -0.6261 0.8 0.5 0.6
H -1.6221 0.3248 -1.7744 -0.7 0.1 -0.7
H -0.4539 -1.3814 -2.4035 -0.4 0.3 0.2
H -0.7054 1.8241 -0.2676 0.4 -0.1 0.2
H 1.2574 2.6883 1.1464 -0.3 2.9 1.5
H 3.1917 1.4444 1.2644 2.0 0.7 1.1
```
Positions in Å, forces in eV/Å.

- HOMO energy: -0.293 Ha
- SMILES string: OC(O)=[PH2]c1cccc(F)c1F
- HOMO-LUMO gap: 8.284 eV
- E_LUMO: 0.31 eV
- Calculated total energy: -26187.34161 eV

Want to see where the charge sits? The Mulliken charges in e are:
1. O -0.293
2. C 0.152
3. O -0.518
4. P -0.048
5. C 0.017
6. C -0.007
7. C -1.187
8. C -0.158
9. C -0.165
10. F -0.287
11. C 0.841
12. F -0.332
13. H 0.297
14. H 0.331
15. H 0.043
16. H 0.069
17. H 0.314
18. H 0.513
19. H 0.418

# 2
Entry from OMol25: a structure of composition C3H4CsO3 (the ωB97M-V functional and the def2-TZVPD basis).

Structure (XYZ):
```
11
Properties=species:S:1:pos:R:3:forces:R:3
C 0.6341 1.4484 -0.3738 0.1 0.0 0.4
O 1.5935 1.7368 2.9222 -0.1 -0.1 -0.5
C 0.8358 1.9476 1.9743 -0.1 0.5 1.6
C 1.0210 0.8789 -1.5272 0.0 -0.1 -0.2
O 1.3143 1.2975 0.7686 0.1 -0.5 -1.3
O -0.2133 2.5863 1.8734 -0.1 -0.1 -0.4
H -0.2576 2.0782 -0.3064 0.2 -0.1 0.1
H 1.9395 0.2919 -1.6040 -0.3 0.2 0.1
H 0.4569 1.0960 -2.4364 0.2 -0.1 0.3
Cs -1.0466 -2.3663 -1.7416 -0.2 0.0 0.4
H -3.0272 -3.8382 -0.2164 0.3 0.1 -0.3
```
Positions in Å, forces in eV/Å.

- HOMO energy: -0.128 Ha
- Charge: -1
- HOMO-LUMO gap: 4.892 eV
- E_LUMO: 1.42 eV
- Calculated total energy: -9865.34048 eV

Want to see where the charge sits? The Mulliken charges in e are:
1. C 0.223
2. O -0.693
3. C 0.654
4. C -1.076
5. O -0.337
6. O -0.682
7. H 0.341
8. H 0.289
9. H 0.321
10. Cs 0.413
11. H -0.452

# 3
Entry from OMol25: a structure of composition C27H17AuF4N6 (the ωB97M-V functional and the def2-TZVPD basis).

Structure (XYZ):
```
55
Properties=species:S:1:pos:R:3:forces:R:3
Au -1.8490 0.8591 -1.7331 -0.1 0.2 -0.2
C 0.3557 -1.6785 0.7454 0.0 0.0 0.0
C 1.0374 -2.3757 -0.4349 0.0 0.0 0.0
C 1.9260 -1.4146 -1.1857 0.0 0.0 0.0
C 3.2565 -1.2745 -0.8017 0.0 0.0 0.0
C 4.0691 -0.3041 -1.3626 0.0 0.0 0.0
C 3.5424 0.5611 -2.3105 0.0 0.0 0.0
C 2.2209 0.4566 -2.7209 0.0 -0.1 0.0
C 1.6545 1.4016 -3.7469 0.0 0.0 0.0
C 1.5432 0.7795 -5.1391 0.0 0.0 0.0
C 1.4221 -0.5599 -2.1760 0.0 0.0 0.0
N 0.0647 -0.5978 -2.5300 0.1 0.0 0.1
C -0.4850 -1.5620 -3.1615 -0.1 0.1 0.0
C -1.8983 -1.5628 -3.4103 0.1 0.0 -0.1
C -2.6697 -2.4803 -4.1125 -0.1 0.0 0.1
C -3.9890 -2.0054 -4.0743 0.1 0.0 0.0
C -3.9582 -0.8203 -3.3522 0.0 0.1 0.0
N -2.6998 -0.5433 -2.9527 0.1 0.0 0.2
H -0.2499 -2.3762 1.3261 0.0 0.0 0.0
H -0.3028 -0.8864 0.3774 0.0 0.0 0.0
H 1.1008 -1.2308 1.4080 0.0 0.0 0.0
H 0.2672 -2.7967 -1.0794 0.0 0.0 0.0
H 1.6419 -3.2108 -0.0759 0.0 0.0 0.0
H 3.6532 -1.9382 -0.0413 0.0 0.0 0.0
H 5.1021 -0.2127 -1.0546 0.0 0.0 0.0
H 4.1622 1.3421 -2.7353 0.0 0.0 0.0
H 2.2953 2.2846 -3.7962 0.0 0.0 0.0
H 0.6647 1.7365 -3.4228 0.0 0.0 0.0
H 2.5133 0.4086 -5.4738 0.0 0.0 0.0
H 1.1911 1.5128 -5.8654 0.0 0.0 0.0
H 0.8426 -0.0552 -5.1418 0.0 0.0 0.0
H 0.0979 -2.4042 -3.5467 0.0 0.0 0.0
H -2.3093 -3.3846 -4.5771 0.0 0.0 0.0
H -4.8598 -2.4538 -4.5226 0.0 0.0 0.0
H -4.7720 -0.1558 -3.1109 0.0 0.0 0.0
F 1.8630 2.1739 4.2122 0.0 0.0 0.0
C 0.6085 1.7527 4.2496 0.0 0.0 0.0
C 0.0695 1.4136 5.4300 0.0 0.0 0.0
F 0.8126 1.5038 6.5202 0.0 0.0 0.0
C -1.2978 0.9390 5.5673 0.0 0.0 0.0
C -2.0097 0.8057 4.3066 0.0 -0.1 0.0
C -1.4666 1.1375 3.1274 0.0 0.0 0.0
F -2.1744 0.9681 2.0208 0.0 0.0 0.0
C -0.1290 1.6871 3.0026 -0.1 0.0 0.0
C 0.3907 2.1162 1.8185 0.1 0.0 -0.1
C -0.3426 2.0985 0.5941 -0.1 0.0 0.0
N -0.9341 2.0918 -0.3896 -0.1 -0.3 0.0
C 1.7232 2.6203 1.6505 0.0 0.0 0.0
N 2.7732 3.0289 1.4304 0.0 0.0 0.0
F -3.2460 0.3391 4.3345 0.0 0.0 0.0
C -1.8614 0.6443 6.7685 0.0 0.0 -0.1
C -3.1899 0.1269 6.9227 0.0 0.0 0.0
N -4.2327 -0.3067 7.1295 0.0 0.0 0.0
C -1.1965 0.8256 8.0263 0.0 0.1 0.0
N -0.7415 0.9762 9.0696 0.0 0.0 0.0
```
Positions in Å, forces in eV/Å.

- HOMO energy (spin up / spin down): -0.278 / -0.278 Ha
- HOMO-LUMO gap (spin up / spin down): 3.599 / 3.598 eV
- E_LUMO (spin up / spin down): -3.97 / -3.97 eV
- Calculated total energy: -51773.22115 eV

Want to see where the charge sits? The Mulliken charges in e are:
1. Au 0.452
2. C -0.774
3. C -0.988
4. C 0.451
5. C -0.566
6. C -0.954
7. C -0.707
8. C 0.753
9. C -0.670
10. C -1.087
11. C -0.016
12. N 0.077
13. C -0.207
14. C 0.506
15. C -0.736
16. C -0.600
17. C -0.559
18. N -0.360
19. H 0.442
20. H -0.005
21. H 0.325
22. H 0.257
23. H 0.508
24. H 0.417
25. H 0.414
26. H 0.395
27. H 0.494
28. H 0.072
29. H 0.302
30. H 0.380
31. H 0.247
32. H 0.332
33. H 0.451
34. H 0.414
35. H 0.427
36. F -0.298
37. C -0.049
38. C 0.278
39. F -0.284
40. C 0.132
41. C 0.062
42. C 0.318
43. F -0.291
44. C 0.706
45. C 1.078
46. C -0.032
47. N -0.332
48. C -0.420
49. N -0.485
50. F -0.289
51. C 1.147
52. C -0.109
53. N -0.458
54. C -0.104
55. N -0.456

# 4
Entry from OMol25: a structure of composition C16H15N2O9P2ReS5Sb (the ωB97M-V functional and the def2-TZVPD basis).

Structure (XYZ):
```
51
Properties=species:S:1:pos:R:3:forces:R:3
Re 0.8956 0.3225 1.0451 -0.1 0.1 0.5
S 3.4401 2.4556 -4.3647 0.0 0.0 -0.1
Sb 2.6178 3.5020 -2.5182 0.0 0.2 0.0
S 1.7568 -1.0314 -0.6677 0.1 -0.1 0.0
S 2.4865 0.9317 -0.5678 -0.2 -0.2 -0.2
S 4.3340 4.1828 -1.1554 0.0 0.0 0.1
O 1.9439 3.5820 0.8582 -0.1 0.1 -0.1
P 1.6416 3.1437 2.3368 0.0 -0.2 0.0
O 1.3236 4.2209 3.2751 -0.1 0.0 0.1
O 0.6004 2.0046 2.1801 0.1 0.1 -0.1
O 3.0156 2.3931 2.7944 -0.1 0.1 0.1
P 3.4498 0.8773 3.0409 0.2 0.0 -0.2
O 4.8276 0.7987 2.2370 0.0 0.0 0.1
O 3.6268 0.5256 4.4544 0.0 0.0 0.0
O 2.4570 -0.0221 2.2682 -0.1 0.0 0.1
H 2.7782 4.0196 0.5684 0.0 -0.1 0.0
H 4.6767 0.9844 1.2955 0.0 0.0 0.0
C 0.1444 -1.9714 -5.7738 0.0 0.0 0.0
C -0.2902 -1.1482 -4.5915 0.0 0.0 0.1
C 0.4186 -0.0200 -4.2051 0.0 0.0 -0.1
C 0.0247 0.7182 -3.0999 0.0 0.0 0.0
C -1.0900 0.3358 -2.3811 0.0 0.0 0.1
C -1.8257 -0.7797 -2.7593 -0.1 -0.1 0.0
C -1.4198 -1.5175 -3.8564 0.0 0.0 0.0
S -1.5405 1.2795 -0.9485 0.0 0.2 -0.1
O -2.9730 1.4594 -0.9837 0.1 0.0 0.0
O -0.6967 2.4348 -0.9165 -0.1 -0.2 0.0
N -1.1224 0.3442 0.3375 0.2 0.1 -0.2
C -2.0184 -0.4820 0.9866 0.0 -0.1 0.2
C -3.3195 -0.8051 0.6298 0.0 0.0 0.1
C -4.1129 -1.6371 1.4407 0.0 0.1 -0.1
C -3.6625 -2.1648 2.6148 0.0 -0.1 0.2
C -2.3396 -1.8796 3.0219 0.0 0.0 0.1
C -1.7707 -2.3611 4.2265 0.0 0.0 -0.1
C -0.4847 -2.0449 4.5587 0.0 0.1 -0.1
C 0.2768 -1.2571 3.6747 -0.2 0.0 -0.1
N -0.2343 -0.8068 2.5470 0.1 0.1 -0.2
C -1.5284 -1.0708 2.2047 0.0 0.0 -0.1
H 1.0099 -1.5248 -6.2619 0.0 0.0 0.0
H -0.6573 -2.0576 -6.5113 0.0 0.0 0.0
H 0.4168 -2.9835 -5.4654 0.0 0.0 0.0
H 1.3014 0.3025 -4.7466 0.0 0.0 0.0
H 0.5889 1.5859 -2.7947 0.0 0.0 0.0
H -2.7071 -1.0696 -2.2006 0.0 0.0 0.0
H -1.9866 -2.3944 -4.1520 0.0 0.0 0.0
H -3.7535 -0.3794 -0.2580 0.0 0.0 0.0
H -5.1246 -1.8478 1.1134 0.0 0.0 0.0
H -4.2919 -2.7902 3.2364 0.0 0.0 0.0
H -2.3775 -2.9787 4.8795 0.0 0.0 0.0
H -0.0327 -2.3887 5.4781 0.0 0.0 0.0
H 1.3070 -0.9904 3.8757 0.0 0.0 0.0
```
Positions in Å, forces in eV/Å.

- HOMO energy (spin up / spin down): -0.074 / -0.074 Ha
- Multiplicity: 4
- Charge: -2
- HOMO-LUMO gap (spin up / spin down): 5.647 / 5.361 eV
- E_LUMO (spin up / spin down): 3.65 / 3.35 eV
- Calculated total energy: -119678.38653 eV

Want to see where the charge sits? The Mulliken charges in e are:
1. Re 1.299
2. S -0.696
3. Sb 0.467
4. S -0.556
5. S -0.317
6. S -0.722
7. O -0.025
8. P 0.474
9. O -0.833
10. O -0.526
11. O -0.137
12. P 0.626
13. O -0.542
14. O -0.736
15. O -0.318
16. H 0.151
17. H 0.366
18. C -1.510
19. C 1.097
20. C -0.496
21. C -0.033
22. C 0.262
23. C -0.429
24. C -0.863
25. S 0.998
26. O -0.762
27. O -0.538
28. N 0.108
29. C 1.003
30. C -0.771
31. C -0.997
32. C -0.965
33. C 0.978
34. C -0.535
35. C -0.880
36. C 0.011
37. N 0.001
38. C 0.110
39. H 0.342
40. H 0.347
41. H 0.306
42. H 0.177
43. H 0.010
44. H 0.266
45. H 0.349
46. H 0.482
47. H 0.365
48. H 0.348
49. H 0.396
50. H 0.424
51. H 0.422

# 5
Entry from OMol25: a cluster of 15 separate species, H30O15 in total (the ωB97M-V functional and the def2-TZVPD basis).

Structure (XYZ):
```
45
Properties=species:S:1:pos:R:3:forces:R:3
O 0.6208 -0.1242 -2.0670 0.2 -0.2 0.9
H 0.1245 0.1506 -1.2818 -0.4 0.3 -0.1
H 1.2118 -0.7690 -1.6243 0.1 0.1 -0.6
O -3.4959 1.1330 1.3586 0.0 -0.4 -0.1
H -4.3898 1.2031 1.0054 0.1 0.0 0.0
H -2.9264 0.8034 0.6346 -0.3 0.7 0.3
O 3.8456 1.5917 -1.5530 1.0 -0.7 -0.1
H 3.5691 1.2716 -0.6886 -0.5 0.6 -0.3
H 3.2170 2.1635 -2.0090 -0.3 0.1 0.5
O 1.0879 0.3201 3.6594 -0.5 1.4 0.0
H 0.5885 0.8025 4.3371 0.0 -0.7 0.4
H 1.2507 1.1112 3.1140 0.4 -0.6 -0.4
O -1.0026 2.9568 2.4585 0.9 -0.5 0.2
H -1.7954 2.4064 2.4584 -0.6 0.7 0.1
H -1.1899 3.8969 2.5018 -0.6 -0.1 0.0
O 2.4748 -3.4045 1.5058 0.2 0.0 -0.3
H 1.6889 -3.3679 2.0591 -0.2 -0.3 0.0
H 2.3078 -4.0821 0.8302 -0.1 0.3 0.4
O -1.1604 1.4426 0.1796 0.6 0.4 -0.1
H -1.1130 2.2931 -0.2913 -0.2 -0.4 -0.2
H -0.8415 1.7165 1.0623 -0.1 -0.4 -0.6
O 1.6699 2.8385 -2.7529 0.3 -0.4 0.4
H 1.0388 3.3031 -3.3034 -0.2 -0.1 0.0
H 1.2781 1.9781 -2.5289 -0.2 0.1 -0.4
O -1.1440 -4.5032 1.3917 0.2 0.5 -0.6
H -1.6608 -3.7159 1.1540 -0.1 -0.1 0.3
H -0.6372 -4.6108 0.5740 0.0 -0.3 0.2
O 2.8866 -2.0091 -0.9169 -0.1 0.2 -0.1
H 3.4893 -1.2944 -1.1393 0.2 0.1 -0.2
H 3.0275 -2.1739 0.0230 -0.1 -0.1 0.1
O 1.2144 3.5483 0.2699 0.0 0.5 0.4
H 1.2338 2.8334 -0.3688 -0.1 -0.1 -0.1
H 0.6094 3.3232 0.9877 0.1 -0.2 -0.2
O -2.3389 -3.6491 -2.4504 -0.1 -0.2 -0.1
H -1.5175 -3.7715 -2.9291 0.1 0.0 -0.1
H -2.1355 -3.0546 -1.7255 -0.1 0.1 0.2
O -1.0965 2.0633 -3.1180 -0.3 -0.2 -0.1
H -0.8093 1.2049 -3.4541 0.3 -0.1 0.1
H -2.0541 1.9711 -3.1385 -0.1 0.2 0.0
O 0.4003 -1.0407 1.1691 0.0 -0.1 1.5
H 0.0985 -0.8190 2.0824 0.0 0.2 -0.9
H 1.2215 -1.4862 1.4358 0.0 0.0 -0.7
O -3.0264 -1.8395 0.0954 0.3 1.2 1.1
H -2.4363 -1.0707 0.0400 0.6 -0.4 -0.9
H -3.3840 -1.5402 0.9533 -0.6 -0.9 -0.2
```
Positions in Å, forces in eV/Å.

- HOMO energy: -0.400 Ha
- HOMO-LUMO gap: 10.544 eV
- E_LUMO: -0.33 eV
- Calculated total energy: -31200.09370 eV

Want to see where the charge sits? The Mulliken charges in e are:
1. O -0.622
2. H 0.309
3. H 0.269
4. O -0.632
5. H 0.297
6. H 0.268
7. O -0.656
8. H 0.285
9. H 0.415
10. O -0.620
11. H 0.309
12. H 0.309
13. O -0.657
14. H 0.290
15. H 0.284
16. O -0.685
17. H 0.333
18. H 0.324
19. O -0.326
20. H 0.281
21. H 0.221
22. O -0.703
23. H 0.304
24. H 0.400
25. O -0.639
26. H 0.346
27. H 0.300
28. O -0.644
29. H 0.318
30. H 0.341
31. O -0.636
32. H 0.332
33. H 0.274
34. O -0.609
35. H 0.314
36. H 0.285
37. O -0.614
38. H 0.317
39. H 0.273
40. O -0.476
41. H 0.343
42. H 0.189
43. O -0.633
44. H 0.264
45. H 0.355

# 6
Entry from OMol25: a structure of composition C12H16BrCl2IrN (the ωB97M-V functional and the def2-TZVPD basis).

Structure (XYZ):
```
33
Properties=species:S:1:pos:R:3:forces:R:3
Ir 0.2927 0.8745 0.0550 6.9 -3.3 -1.8
Cl -0.2193 0.5174 -2.1612 -0.5 0.2 -0.4
Cl 1.3860 1.3924 2.0468 -0.1 0.3 0.7
C -0.5125 2.4978 0.2544 -2.5 5.4 0.6
H -0.4389 3.0045 1.2189 -0.2 0.1 -0.3
H -1.2216 2.9125 -0.4609 0.2 0.0 0.0
C -0.8599 -0.6536 0.9713 -0.7 -5.3 0.1
C -1.4476 0.5639 0.9289 -3.7 5.1 0.8
H 0.0444 -0.9796 1.4845 0.0 0.5 0.3
C -2.7285 0.8953 0.0414 0.6 -0.7 0.6
H -1.6702 0.9387 1.9482 0.6 0.7 -0.3
C -3.7806 -0.2083 0.1347 -0.3 -0.1 0.0
H -3.0744 1.8770 0.3892 -0.1 -0.4 -0.1
H -2.3870 1.0261 -0.9930 -0.3 -0.2 0.3
C -3.0726 -1.5555 0.0518 0.4 0.0 0.3
H -4.3496 -0.1719 1.0756 0.2 0.1 0.0
H -4.5306 -0.1217 -0.6558 0.0 0.1 -0.1
C -1.9851 -1.6001 1.1459 -0.5 -1.7 0.0
H -3.7514 -2.4186 0.1788 0.2 0.4 -0.1
H -2.5761 -1.6328 -0.9240 -0.1 -0.2 0.1
H -2.4180 -1.2439 2.1138 -0.2 -0.7 -0.3
H -1.6345 -2.6191 1.2822 0.0 -0.3 0.1
Br 4.9575 0.8162 -3.5445 0.0 0.1 0.1
C 4.1334 0.2097 -1.9467 -2.2 1.0 0.6
C 4.7733 -0.7403 -1.1494 1.6 -0.5 -0.8
C 4.1215 -1.2074 -0.0091 -2.2 0.3 1.4
C 2.8488 -0.7140 0.2852 2.3 -1.6 0.7
N 2.2531 0.2003 -0.4948 -2.2 0.8 0.3
C 2.8772 0.7088 -1.5750 2.4 -0.4 -1.9
H 5.7563 -1.0978 -1.4294 -0.1 0.0 0.0
H 4.5556 -1.9249 0.6888 0.0 0.2 -0.3
H 2.3214 -0.9990 1.1991 0.3 0.0 -0.4
H 2.3373 1.4534 -2.1506 0.3 -0.2 0.0
```
Positions in Å, forces in eV/Å.

- HOMO energy (spin up / spin down): -0.045 / -0.195 Ha
- Multiplicity: 5
- Charge: -1
- HOMO-LUMO gap (spin up / spin down): 4.134 / 6.573 eV
- E_LUMO (spin up / spin down): 2.92 / 1.28 eV
- Calculated total energy: -112115.15873 eV

Want to see where the charge sits? The Mulliken charges in e are:
1. Ir 0.878
2. Cl -0.544
3. Cl -0.521
4. C -1.315
5. H 0.411
6. H 0.437
7. C -0.612
8. C 0.869
9. H 0.150
10. C -0.833
11. H 0.304
12. C -0.900
13. H 0.383
14. H 0.262
15. C -0.513
16. H 0.320
17. H 0.362
18. C -1.063
19. H 0.343
20. H 0.293
21. H 0.301
22. H 0.419
23. Br -0.284
24. C -0.192
25. C -0.240
26. C -0.721
27. C -0.240
28. N -0.121
29. C -0.159
30. H 0.402
31. H 0.324
32. H 0.338
33. H 0.461